(1)
Computed, not measured: a structure of composition C27H24Br12N4O6 in a non-equilibrium geometry, with wB97M-V/def2-TZVPD.

XYZ file:
```
73
Properties=species:S:1:pos:R:3:forces:R:3
C -0.983229 0.238661 -4.837971 -0.68 -0.10 0.11
Br 0.277415 1.609050 -4.310055 -0.32 -0.39 -0.06
Br -1.656171 0.542428 -6.659925 0.28 -0.14 0.86
Br -2.444763 0.011143 -3.536370 0.20 0.46 -0.69
H -0.515211 -0.737195 -4.799850 0.28 0.21 -0.25
C 5.849080 -3.646431 -0.036608 0.46 -0.34 -0.13
Br 4.169048 -3.566922 -1.007566 0.77 -0.15 0.26
Br 7.142212 -4.962622 -0.751059 -0.68 0.62 0.06
Br 5.582640 -3.980607 1.819763 -0.29 -0.25 0.48
H 6.350694 -2.687031 -0.010995 -0.15 -0.01 -0.66
C 1.671732 1.768456 5.083106 -0.49 -0.46 0.52
Br 1.380416 0.106515 4.078475 -0.34 0.93 0.28
Br 1.733674 1.402111 7.002834 -0.19 0.03 -0.42
Br 0.276601 3.073625 4.693174 0.56 -0.40 -0.03
H 2.655456 2.173855 4.879149 -0.16 0.04 -0.46
C 5.684864 0.663195 4.606676 -0.25 -0.28 0.08
Br 5.321700 2.222377 3.495963 -0.18 -0.33 0.48
Br 4.577138 -0.873903 4.136705 0.77 0.36 -0.08
Br 5.499392 0.963121 6.531901 0.25 0.20 -0.81
H 6.707099 0.399408 4.369031 -0.03 -0.04 0.30
C 1.366208 1.642249 0.213675 0.85 -0.69 0.41
C 0.052020 1.321831 -0.076092 -0.06 0.63 -0.34
C -0.274842 0.140194 -0.708936 0.40 -0.97 0.09
C 0.741223 -0.818625 -0.840610 0.06 0.30 0.07
C 2.040985 -0.548793 -0.445433 0.95 0.05 0.21
C 2.406813 0.709260 0.013013 -2.02 0.66 0.58
N 0.459827 -2.156468 -1.419943 -0.40 -0.13 -0.28
O 1.104019 -3.139936 -1.098082 0.36 0.67 0.39
O -0.442590 -2.214228 -2.232377 -0.21 0.30 -0.04
H 1.597498 2.555679 0.742035 -0.04 0.25 -0.14
H -0.728379 2.036281 0.155631 -0.07 -0.04 -0.06
H -1.293623 -0.047019 -1.016963 0.13 -0.19 0.01
H 2.819800 -1.294045 -0.427616 -0.23 -0.37 -0.35
H 3.368125 0.962943 0.427672 0.36 -0.28 -0.32
C -0.682140 -6.914392 -1.154561 -0.34 1.13 -0.23
C -1.222800 -7.712268 -2.152327 0.58 -0.44 0.60
C -2.159811 -7.209222 -3.009697 -1.13 0.60 -1.38
C -2.570712 -5.873868 -2.936493 0.73 -0.37 1.18
C -2.106044 -5.093114 -1.902031 0.86 0.70 0.75
C -1.141476 -5.596743 -1.025929 0.27 -1.06 -0.21
N -3.452008 -5.274750 -3.929565 -0.47 -0.70 -0.54
O -3.669135 -5.927136 -4.937625 0.11 0.03 0.09
O -3.936503 -4.188953 -3.708783 0.09 0.32 0.25
H 0.131608 -7.253631 -0.529479 -0.10 -0.17 0.07
H -0.854840 -8.725908 -2.240501 -0.22 -0.07 -0.19
H -2.617699 -7.783225 -3.804715 0.26 -0.24 0.02
H -2.349006 -4.049189 -1.764886 -0.35 -0.04 -0.40
H -0.657627 -4.987480 -0.276767 -0.30 0.29 -0.02
C -0.732788 6.362632 -0.189043 0.48 -0.58 1.54
C -1.024617 6.440775 1.176432 -0.99 0.37 -0.47
C -0.118329 6.243932 2.208881 0.24 0.48 0.00
C 1.203627 5.958200 1.880520 -0.85 -0.24 -0.94
C 1.516171 5.864514 0.520494 0.94 0.12 0.50
C 0.582352 6.052799 -0.475454 0.00 0.16 -0.76
N 2.236615 5.644357 2.889753 0.35 -0.12 -0.75
O 3.235371 5.080775 2.462705 -0.18 0.07 0.19
O 2.057136 5.937161 4.044248 -0.37 0.21 0.18
H -1.522402 6.467210 -0.917283 0.16 0.14 -0.15
H -2.045016 6.712681 1.413781 -0.01 -0.09 0.34
H -0.465314 6.433941 3.214846 0.27 -0.33 0.15
H 2.540276 5.721978 0.203518 0.03 -0.27 0.26
H 0.928715 5.980932 -1.497370 -0.04 -0.02 -0.07
N -3.824382 1.555580 0.766169 -0.61 -0.08 -1.50
C -3.693871 0.241778 0.551680 0.28 0.51 1.22
C -4.615161 -0.523726 -0.118217 -0.65 -0.95 -0.83
C -5.703450 0.066458 -0.735026 -0.03 0.45 0.73
C -5.796832 1.446712 -0.643449 0.40 0.44 -0.90
C -4.834148 2.140364 0.067302 1.04 -0.33 1.14
H -2.841771 -0.207689 1.050330 -0.01 -0.17 -0.06
H -4.533368 -1.598174 -0.222329 0.37 -0.02 0.25
H -6.491539 -0.523229 -1.181546 0.17 -0.02 -0.30
H -6.466018 2.005735 -1.284986 -0.39 -0.03 0.37
H -4.799950 3.215655 0.155031 -0.46 0.18 -0.17
```
Positions in Å, forces in eV/Å.

Calculated values
* frontier orbital gap: 9.088 eV
* charge: 0



(2)
Computed, not measured: a structure of composition C3H3BeO2 in a non-equilibrium geometry, with wB97M-V/def2-TZVPD.

XYZ file:
```
9
Properties=species:S:1:pos:R:3:forces:R:3
O -0.331532 -0.453259 -0.134247 16.74 5.64 -6.83
C -2.824395 -0.160454 0.464370 -3.12 -0.66 2.87
O -3.685096 -0.134423 1.188828 0.94 0.70 -1.78
Be -1.290220 -0.822884 0.309563 -16.92 -7.03 6.24
C 0.773917 0.258186 0.029489 3.88 2.20 -1.02
C 1.898151 0.126620 -0.693490 -0.96 -0.39 0.63
H 0.698503 1.077894 0.760505 -0.15 -0.59 -0.21
H 2.755768 0.762886 -0.475706 -0.36 -0.16 -0.08
H 2.004904 -0.654568 -1.449310 -0.04 0.29 0.19
```
Positions in Å, forces in eV/Å.

Calculated values
* frontier orbital gap: 6.805 eV
* charge: +1
* relative energy (zero: lowest compared OMol25 entry of this formula, charge and spin): 16.4 kcal/mol



(3)
Computed, not measured: a structure of composition C30H32MgN3O2Si, with wB97M-V/def2-TZVPD.

XYZ file:
```
69
Properties=species:S:1:pos:R:3:forces:R:3
Mg -0.097211 -0.235968 0.072868 0.16 -0.38 0.35
O 1.321360 1.089166 0.543590 0.28 0.36 -0.04
C 2.184697 1.657817 -0.222318 -0.15 -0.13 -0.05
C 2.574084 3.009473 -0.002463 0.04 -0.02 0.04
C 3.506375 3.636318 -0.793539 0.02 -0.08 -0.08
C 4.121757 2.969460 -1.864704 -0.04 0.07 0.05
C 3.754997 1.667288 -2.114729 -0.02 -0.07 0.01
C 2.805152 0.997330 -1.331797 -0.07 -0.01 0.08
C 2.469431 -0.361383 -1.701335 -0.12 -0.08 0.08
N 1.563420 -1.078384 -1.155688 0.07 0.06 -0.16
C 1.296455 -2.403654 -1.682716 -0.05 0.07 0.01
C 0.711897 -3.234769 -0.552638 -0.07 0.03 0.08
N -0.410706 -2.505542 0.022844 0.13 -0.04 0.11
C -1.397944 -3.169633 0.492059 0.00 0.13 -0.10
C -2.554678 -2.623938 1.167213 0.11 0.05 0.03
C -3.524390 -3.523715 1.641314 0.06 0.02 -0.04
C -4.627236 -3.105578 2.346447 0.01 0.06 0.03
C -4.770456 -1.727012 2.597052 0.04 -0.09 -0.06
C -3.847945 -0.817637 2.149599 -0.02 0.01 0.01
C -2.691479 -1.213959 1.408381 0.10 -0.06 -0.12
O -1.850226 -0.352963 0.997809 -0.35 0.01 0.37
H 2.089092 3.533798 0.812837 0.01 0.00 0.00
H 3.764495 4.670492 -0.593237 -0.01 0.01 0.02
H 4.849202 3.473550 -2.488181 -0.02 -0.01 0.01
H 4.192426 1.133580 -2.953936 -0.01 0.01 0.01
H 3.047251 -0.774954 -2.537096 0.05 -0.01 -0.04
H 2.188159 -2.884390 -2.097763 0.09 0.01 -0.02
H 0.552977 -2.328393 -2.484261 -0.01 0.05 0.00
H 1.481721 -3.354332 0.217701 -0.01 0.02 0.03
H 0.429707 -4.233235 -0.904414 -0.08 -0.05 -0.01
H -1.386471 -4.264714 0.406528 -0.03 -0.07 -0.01
H -3.380438 -4.582219 1.437894 -0.01 0.02 0.01
H -5.362222 -3.814763 2.703937 0.00 0.01 -0.01
H -5.633423 -1.378351 3.153645 0.00 0.02 0.01
H -3.964502 0.243068 2.338927 0.01 -0.02 0.00
C 0.459087 -0.420164 7.007581 0.00 -0.03 -0.08
C 0.472218 -0.508163 5.504432 0.00 -0.02 0.05
C -0.002475 -1.627412 4.835169 -0.04 0.00 -0.01
C 0.029338 -1.655356 3.447662 0.02 0.09 -0.03
N 0.498350 -0.656868 2.702280 0.09 -0.09 0.03
C 0.963675 0.418622 3.344476 -0.03 -0.04 0.00
C 0.967628 0.531402 4.725779 -0.03 -0.01 0.04
H -0.069857 -1.266327 7.445797 0.00 0.01 0.00
H -0.025605 0.498747 7.340396 0.00 0.00 -0.01
H 1.477779 -0.415727 7.399985 0.00 0.00 0.01
H -0.414388 -2.468740 5.381298 0.02 0.02 -0.02
H -0.356273 -2.517546 2.914036 0.01 0.05 -0.02
H 1.331925 1.212541 2.704636 -0.02 -0.06 0.00
H 1.346909 1.433670 5.193821 0.00 -0.02 -0.05
C -2.900337 0.880118 -2.477830 -0.06 -0.09 0.03
Si -1.151906 1.261292 -1.766933 -0.24 0.27 -0.70
C -1.357416 3.104124 -1.269744 0.06 0.03 0.10
C -0.130083 1.392450 -3.401443 0.10 0.01 0.02
C 0.614020 2.518998 -3.775637 0.02 -0.06 -0.03
C 1.435921 2.521293 -4.900033 -0.04 -0.03 0.02
C 1.535880 1.388535 -5.698216 -0.03 0.00 0.06
C 0.803824 0.254585 -5.356386 0.02 0.03 0.06
C -0.001983 0.263456 -4.224332 -0.01 0.04 -0.05
H -3.243415 1.653922 -3.176364 0.03 -0.05 0.05
H -3.623133 0.811855 -1.654568 0.06 -0.01 -0.09
H -2.918247 -0.083703 -3.002935 -0.01 0.10 0.06
H -1.824154 3.701785 -2.063552 0.04 -0.03 0.03
H -0.396302 3.563631 -1.007234 -0.09 -0.04 -0.01
H -1.994663 3.163414 -0.379408 0.04 0.01 -0.06
H 0.567073 3.414046 -3.161718 0.01 -0.04 -0.04
H 2.007304 3.409784 -5.151358 -0.02 -0.03 0.03
H 2.178582 1.385381 -6.571694 -0.02 0.00 0.01
H 0.872135 -0.637606 -5.971350 -0.01 0.01 0.02
H -0.556736 -0.637895 -3.966445 0.03 0.03 -0.02
```
Positions in Å, forces in eV/Å.

Calculated values
* frontier orbital gap: 5.822 eV
* charge: -1



What did we get for DFT total energy? Answer: -887132.8603; -7645.3793; -53522.4636 eV, in the order shown.